A molecular structure, C40H36INPPtS, computed with ωB97M-V/def2-TZVPD.

Positions of all 81 atoms, in Å:
Pt (0.08661, 0.20877, 0.10024)
I (0.67682, 0.55599, 3.24105)
C (-0.35765, 2.29879, 3.72346)
C (-0.75190, 2.31612, 5.03491)
C (-1.36374, 3.43787, 5.61332)
C (-1.53260, 4.54486, 4.84739)
C (-1.14460, 4.55921, 3.48437)
C (-1.33133, 5.77907, 2.79296)
C (-0.97607, 5.89891, 1.49159)
C (-0.47633, 4.76909, 0.82878)
C (-0.28223, 3.54056, 1.42534)
P (0.38012, 2.40951, 0.10543)
C (2.10894, 2.91831, -0.08225)
C (2.69409, 3.81368, 0.80678)
C (4.00635, 4.23342, 0.61423)
C (4.72510, 3.77847, -0.47792)
C (4.14600, 2.87649, -1.36556)
C (2.85344, 2.42952, -1.15877)
C (-0.47248, 3.00060, -1.40232)
C (-1.85292, 2.82868, -1.50630)
C (-2.53325, 3.25461, -2.63580)
C (-1.84233, 3.85999, -3.67952)
C (-0.47299, 4.05150, -3.57371)
C (0.21023, 3.63066, -2.43865)
C (-0.57401, 3.40769, 2.84200)
H (-0.56888, 1.44384, 5.64729)
H (-1.65778, 3.41920, 6.65485)
H (-1.96255, 5.44887, 5.26231)
H (-1.75281, 6.61610, 3.33766)
H (-1.09322, 6.82851, 0.95260)
H (-0.24035, 4.90009, -0.21617)
H (2.13714, 4.18968, 1.65569)
H (4.45607, 4.92509, 1.31542)
H (5.74183, 4.11703, -0.63736)
H (4.71038, 2.51181, -2.21404)
H (2.42143, 1.69917, -1.82836)
H (-2.40619, 2.36430, -0.70016)
H (-3.60612, 3.11561, -2.70012)
H (-2.37247, 4.19094, -4.56408)
H (0.07211, 4.54066, -4.37089)
H (1.27499, 3.81002, -2.36908)
C (4.64770, -2.42699, 0.52855)
C (4.56135, -1.00805, -0.05164)
C (5.37876, -0.04583, 0.82567)
C (5.11067, -1.00248, -1.48458)
C (3.15200, -0.56663, -0.04803)
C (1.98200, -0.25049, 0.02860)
H (5.69208, -2.74786, 0.57602)
H (4.09751, -3.13429, -0.09591)
H (4.23095, -2.45602, 1.53726)
H (6.42470, -0.36334, 0.85209)
H (4.99285, -0.03353, 1.84774)
H (5.33302, 0.96964, 0.43151)
H (6.15256, -1.33374, -1.48701)
H (5.06883, -0.00069, -1.90994)
H (4.53330, -1.67180, -2.12423)
N (-2.00659, 0.24382, 0.32482)
S (-2.75127, -1.16407, 0.10050)
C (-2.27791, -1.60537, -1.56318)
C (-2.22792, -2.94670, -1.92569)
C (-1.88887, -3.27397, -3.22784)
C (-1.59806, -2.27049, -4.14643)
C (-1.67104, -0.93770, -3.77123)
C (-2.02546, -0.59354, -2.47461)
C (-1.79968, -2.37277, 0.99704)
C (-2.41233, -3.04432, 2.04220)
C (-1.64665, -3.89636, 2.83354)
C (-0.29253, -4.05324, 2.57586)
C (0.31418, -3.37146, 1.52153)
C (-0.44386, -2.53492, 0.72427)
H (-2.48781, 0.76328, 1.04820)
H (-2.43823, -3.72654, -1.20327)
H (-1.84407, -4.31452, -3.52354)
H (-1.32127, -2.53253, -5.15999)
H (-1.44997, -0.15435, -4.48525)
H (-2.13266, 0.43890, -2.19181)
H (-3.46837, -2.90067, 2.24225)
H (-2.11017, -4.42942, 3.65375)
H (0.29989, -4.71268, 3.19650)
H (1.36978, -3.50064, 1.31641)
H (0.03045, -2.04654, -0.12906)

Its net charge is +1. The calculation puts the HOMO energy at -10.337 eV. The value obtained for the energy above the lowest of the compared OMol25 structures with the same formula, charge and spin is 1.040 eV.

Löwdin population analysis, charges in e, atoms 1 to 6: 0.694 1.048 -0.629 -0.179 -0.060 -0.028


A molecular structure, C46H36N8O2Ru, computed with ωB97M-V/def2-TZVPD.

Positions of all 93 atoms, in Å:
Ru (-19.23069, -0.12232, 1.53999)
C (-19.48299, -3.01275, 0.04832)
N (-20.70009, -2.26040, 0.20942)
C (-21.28513, -1.63285, -0.94626)
C (-20.69131, -0.22665, -1.24922)
N (-19.91693, 0.49949, -0.43768)
C (-19.64510, 1.71208, -1.15590)
C (-18.81077, 2.82821, -0.88761)
C (-18.82986, 3.85625, -1.81712)
C (-19.69717, 3.91051, -2.93144)
C (-20.54071, 2.80359, -3.21697)
C (-20.38728, 1.69770, -2.35053)
N (-20.93346, 0.42314, -2.42206)
C (-18.72073, -3.07165, 1.22104)
N (-18.57818, -2.00554, 2.04604)
C (-17.65141, -2.45121, 3.00970)
C (-17.01375, -1.68243, 4.01996)
C (-15.81504, -2.10877, 4.51036)
C (-15.24574, -3.28380, 4.02846)
C (-15.89281, -4.10300, 3.12781)
C (-17.15020, -3.73634, 2.64959)
N (-17.95313, -4.12896, 1.58862)
H (-18.82093, -2.47584, -0.68730)
H (-19.63769, -4.03850, -0.40777)
H (-21.37232, -2.76030, 0.74646)
H (-22.40025, -1.56277, -0.91906)
H (-21.03169, -2.21590, -1.87011)
H (-18.27104, 2.95725, 0.05671)
H (-18.23699, 4.69819, -1.65524)
H (-19.74518, 4.82691, -3.50761)
H (-21.17709, 2.79108, -4.08415)
H (-21.59618, 0.16648, -3.17363)
H (-17.56267, -0.82916, 4.44924)
H (-15.23282, -1.55762, 5.31204)
H (-14.17752, -3.47038, 4.30561)
H (-15.28053, -4.87454, 2.64369)
H (-17.81597, -4.98036, 1.02863)
O (-13.11415, -0.53128, 3.45425)
C (-13.29064, 0.69009, 3.22344)
O (-12.68366, 1.78049, 3.48076)
C (-14.58054, 0.84579, 2.44930)
C (-15.59340, 1.69091, 2.78048)
C (-16.91120, 1.55807, 2.30192)
N (-17.22815, 0.60554, 1.29219)
C (-16.16968, -0.05811, 0.78786)
C (-14.91157, -0.06874, 1.43001)
C (-16.20452, -0.84711, -0.49095)
C (-15.48886, -2.03812, -0.64300)
C (-15.65415, -2.70655, -1.83667)
C (-16.30367, -2.05147, -2.95390)
C (-16.84237, -0.77681, -2.65383)
N (-16.86889, -0.23732, -1.51115)
C (-18.00133, 2.41405, 2.70144)
C (-17.84954, 3.60124, 3.43762)
C (-18.97896, 4.40120, 3.74768)
C (-20.20288, 4.03688, 3.10747)
C (-20.23241, 2.83630, 2.38576)
N (-19.21735, 1.98336, 2.19127)
H (-15.38304, 2.42486, 3.57307)
H (-14.20263, -0.78710, 1.04102)
H (-14.91468, -2.45863, 0.16252)
H (-15.23704, -3.69125, -1.90712)
H (-16.52000, -2.48190, -3.90448)
H (-17.36231, -0.25321, -3.44419)
H (-16.88024, 3.79137, 3.90141)
H (-18.90452, 5.34807, 4.26859)
H (-21.05406, 4.67956, 3.09899)
H (-21.21024, 2.61773, 1.96007)
C (-22.03206, 1.15428, 7.92264)
C (-20.65804, 1.12553, 7.72460)
C (-20.14397, 0.65384, 6.47769)
C (-21.01399, 0.21367, 5.41402)
C (-22.41882, 0.21405, 5.66480)
C (-22.87251, 0.66569, 6.87320)
C (-20.33207, -0.24513, 4.21669)
C (-20.73224, -0.41759, 2.90603)
C (-22.10227, -0.75250, 2.66920)
C (-22.56922, -1.87423, 3.42555)
C (-23.74865, -2.56579, 3.06473)
C (-24.40690, -2.15625, 1.89014)
C (-24.16765, -0.89119, 1.30683)
C (-23.02159, -0.23359, 1.67941)
H (-22.49073, 1.57447, 8.79919)
H (-19.96816, 1.54289, 8.43028)
H (-19.05085, 0.64393, 6.33956)
H (-23.02074, -0.25509, 4.86342)
H (-23.94335, 0.56971, 7.05636)
H (-19.24828, -0.09462, 4.34355)
H (-21.96282, -2.26802, 4.24376)
H (-24.14916, -3.49905, 3.49417)
H (-25.24972, -2.70586, 1.52114)
H (-24.88074, -0.52002, 0.49753)
H (-22.80209, 0.75786, 1.26370)

Its net charge is +1. The calculation puts the HOMO energy (alpha / beta) at -7.694 / -9.554 eV. The value obtained for the energy above the lowest of the compared OMol25 structures with the same formula, charge and spin is 0.707 eV. Its expectation value of S² is 8.793. The multiplicity is 6.

Löwdin population analysis, charges in e, atoms 1 to 6: 1.425 -0.167 -0.047 -0.118 -0.261 0.038


A gas-phase ion, C7H11Br2N2O2 (charge +1), computed with ωB97M-V/def2-TZVPD.

Positions of all 24 atoms, in Å:
C (-1.05127, 1.59528, -0.92362)
C (-2.20001, 1.66813, -0.30633)
C (1.59375, -0.42362, 1.57257)
C (0.14662, 0.72343, -0.55711)
C (-2.36453, -1.47278, -1.13816)
C (2.12736, 0.81252, 0.87770)
C (-0.33951, -0.61831, 0.15603)
N (0.93096, 1.53661, 0.34042)
N (-0.99263, -1.70526, -0.67542)
O (0.82914, -1.24998, 0.61852)
O (2.98702, 0.48589, -0.25793)
Br (-3.83052, 1.69411, 0.43373)
Br (-3.79502, -2.02289, 0.03773)
H (-0.76338, 1.95024, -1.90535)
H (2.31248, -1.11051, 1.97453)
H (0.73083, -0.35950, 2.39998)
H (0.82615, 0.29750, -1.48929)
H (-2.40507, -1.70710, -2.23190)
H (2.58980, 1.45186, 1.66265)
H (-0.85251, -0.27500, 1.10063)
H (0.99903, 2.47618, -0.09878)
H (-1.01455, -2.53444, -0.04139)
H (-0.30255, -1.98709, -1.38747)
H (3.83843, 0.77473, -0.16175)

Its net charge is +1. The calculation puts the HOMO energy (alpha / beta) at -12.578 / -11.026 eV. The value obtained for the energy above the lowest of the compared OMol25 structures with the same formula, charge and spin is 4.557 eV.

natural (NBO) population analysis, charges in e, atoms 1 to 6: -0.367 -0.092 -0.094 -0.079 -0.070 0.195


A molecular structure, C24H34N3ReS5, computed with ωB97M-V/def2-TZVPD.

Positions of all 67 atoms, in Å:
Re (1.08103, -1.37629, 0.76597)
C (1.01619, 1.57521, 1.91658)
C (2.31851, 1.11776, 2.57046)
S (2.94957, -0.48443, 1.92888)
C (3.86937, 0.01086, 0.41411)
C (4.16304, -1.22201, -0.43745)
S (2.69807, -2.28147, -0.74123)
C (2.05142, -1.55386, -2.30573)
C (0.59691, -1.94959, -2.48138)
S (-0.46998, -1.55513, -1.04098)
C (-1.13302, 0.11459, -1.47504)
C (-1.54017, 0.68601, 0.92106)
S (-0.17851, 0.21007, 2.05029)
H (1.15256, 1.82409, 0.86332)
H (0.62563, 2.44588, 2.44776)
H (2.17399, 0.93984, 3.63664)
H (3.10800, 1.85972, 2.45423)
H (4.80292, 0.47304, 0.73596)
H (3.27857, 0.75250, -0.12933)
H (4.88785, -1.87242, 0.05095)
H (4.56769, -0.93466, -1.40725)
H (2.64509, -1.96265, -3.12375)
H (2.18581, -0.47103, -2.27801)
H (0.50625, -3.03264, -2.57520)
H (0.16189, -1.50057, -3.37397)
H (-2.17431, -0.06437, -1.75707)
H (-0.59678, 0.48558, -2.34425)
H (-2.13741, -0.22728, 0.87993)
H (-2.11120, 1.46359, 1.41289)
C (1.12810, -6.60487, 1.69375)
N (0.74973, -5.18658, 1.58644)
C (-0.18691, -4.50992, 2.22670)
S (-0.40002, -2.78191, 1.93509)
N (-1.04816, -4.99526, 3.09712)
C (-1.26263, -6.37482, 3.56441)
H (1.90707, -6.79020, 0.96081)
H (0.28838, -7.25524, 1.47112)
H (1.52556, -6.83265, 2.67917)
H (1.31221, -4.62691, 0.96578)
H (-1.68305, -4.30478, 3.47069)
H (-0.35406, -6.80096, 3.97594)
H (-1.64625, -7.00589, 2.76670)
H (-2.00601, -6.33237, 4.35395)
N (-1.06017, 1.10481, -0.38543)
C (-1.32997, 2.40815, -0.80663)
C (-2.67711, 2.98237, -0.67904)
C (-3.29108, 3.21053, -1.92571)
C (-4.61854, 3.60538, -1.98461)
C (-5.32102, 3.86458, -0.81855)
C (-4.70463, 3.69161, 0.41684)
C (-3.40233, 3.23556, 0.49229)
C (-0.31416, 3.13995, -1.48013)
C (0.95159, 2.57170, -1.79051)
C (1.95801, 3.34586, -2.29785)
C (1.75359, 4.72326, -2.49116)
C (0.53532, 5.30691, -2.18492)
C (-0.49573, 4.52773, -1.69427)
H (-2.74329, 3.02878, -2.84208)
H (-5.08907, 3.73417, -2.95000)
H (-6.33820, 4.22919, -0.87014)
H (-5.23569, 3.93621, 1.32670)
H (-2.93821, 3.16891, 1.46714)
H (1.11600, 1.51416, -1.62394)
H (2.91458, 2.90943, -2.55306)
H (2.55791, 5.33352, -2.88270)
H (0.38942, 6.36938, -2.32320)
H (-1.44022, 4.98986, -1.44510)

Its net charge is +3. The calculation puts the HOMO energy (alpha / beta) at -15.524 / -15.656 eV. The value obtained for the energy above the lowest of the compared OMol25 structures with the same formula, charge and spin is 3.050 eV. Its expectation value of S² is 0.756. The multiplicity is 2.

natural (NBO) population analysis, charges in e, atoms 1 to 6: -0.129 -0.561 -0.536 0.444 -0.537 -0.548